one | {
  "formula": "H10O5",
  "method": "wB97M-V/def2-TZVPD",
  "elements": ["O", "H", "H", "O", "H", "H", "O", "H", "H", "O", "H", "H", "O", "H", "H"],
  "xyz": [[0.398, -0.505, -0.184], [-0.184, -0.764, -0.915], [0.039, 0.588, -0.016], [-1.789, -1.363, -1.577], [-1.828, -1.942, -0.784], [-1.991, -1.936, -2.332], [-2.178, -0.084, 2.310], [-2.323, -1.084, 2.049], [-2.317, 0.439, 1.488], [1.196, 2.379, 0.442], [1.993, 2.176, -0.241], [0.517, 2.890, -0.049], [3.130, -0.155, -0.349], [3.095, -0.352, 0.489], [2.243, -0.287, -0.332]],
  "mulliken_charge": [-0.800, 0.395, 0.357, -0.692, 0.331, 0.313, -0.624, 0.316, 0.310, -0.713, 0.380, 0.334, -0.542, 0.293, 0.340],
  "lumo_energy_ev": 0.1,
  "charge": 0,
  "gap_ev": 11.2,
  "smiles": "O.O.O.O.O"
}

two | {
  "formula": "H10O5",
  "method": "wB97M-V/def2-TZVPD",
  "elements": ["O", "H", "H", "O", "H", "H", "O", "H", "H", "O", "H", "H", "O", "H", "H"],
  "xyz": [[-2.050, -4.392, 0.356], [-1.347, -4.213, -0.285], [-2.807, -4.555, -0.224], [-2.376, 11.002, -0.929], [-2.510, 10.262, -1.530], [-3.241, 11.421, -0.893], [4.909, 0.401, -0.779], [5.800, 0.206, -0.484], [4.798, 0.045, -1.668], [-1.832, -7.808, 4.403], [-1.673, -7.317, 5.213], [-2.349, -7.232, 3.831], [1.483, 0.372, -2.392], [1.206, 1.094, -2.975], [1.989, 0.712, -1.645]],
  "mulliken_charge": [-0.642, 0.323, 0.320, -0.639, 0.319, 0.320, -0.634, 0.310, 0.324, -0.642, 0.319, 0.323, -0.661, 0.323, 0.339],
  "lumo_energy_ev": 0.8,
  "charge": 0,
  "gap_ev": 12.2,
  "smiles": "O.O.O.O.O"
}

Which of them is most stable? Easy: two.

one | {
  "formula": "H10O5",
  "method": "wB97M-V/def2-TZVPD",
  "elements": ["O", "H", "H", "O", "H", "H", "O", "H", "H", "O", "H", "H", "O", "H", "H"],
  "xyz": [[-1.127, 2.276, 0.475], [-1.783, 2.509, 1.143], [-0.272, 2.358, 0.918], [2.536, -1.129, -0.691], [2.008, -0.615, -1.310], [1.895, -1.453, -0.056], [-0.472, -0.860, -3.108], [-0.592, 0.081, -3.269], [-0.641, -0.974, -2.155], [-0.204, -0.315, -0.337], [-0.548, 0.583, -0.495], [-0.065, -0.369, 0.628], [-0.058, -0.799, 2.421], [-0.301, -1.368, 3.161], [-0.376, 0.076, 2.675]],
  "mulliken_charge": [-0.672, 0.314, 0.317, -0.642, 0.357, 0.296, -0.641, 0.292, 0.364, -0.660, 0.381, 0.331, -0.643, 0.300, 0.304],
  "lumo_energy_ev": -0.2,
  "charge": 0,
  "gap_ev": 10.4,
  "smiles": "O.O.O.O.O"
}

two | {
  "formula": "H10O5",
  "method": "wB97M-V/def2-TZVPD",
  "elements": ["O", "H", "H", "O", "H", "H", "O", "H", "H", "O", "H", "H", "O", "H", "H"],
  "xyz": [[-0.114, -0.540, -0.315], [-0.360, -1.368, -0.741], [0.847, -0.586, -0.249], [-4.473, -1.308, -0.745], [-4.359, -0.695, -0.010], [-3.729, -1.117, -1.327], [5.673, -0.905, -0.215], [6.551, -0.510, -0.168], [5.177, -0.306, -0.785], [-1.166, -0.512, 1.484], [-0.832, -1.260, 1.992], [-2.088, -0.736, 1.316], [-0.574, 2.946, -0.146], [0.096, 3.115, 0.526], [-0.648, 3.782, -0.619]],
  "mulliken_charge": [-0.589, 0.303, 0.285, -0.641, 0.314, 0.327, -0.639, 0.321, 0.318, -0.593, 0.313, 0.276, -0.609, 0.310, 0.304],
  "lumo_energy_ev": 0.5,
  "charge": 0,
  "gap_ev": 9.7,
  "smiles": "O.O.O.O.O"
}

Which of them is most stable? Easy: one.

one | {
  "formula": "H10O5",
  "method": "wB97M-V/def2-TZVPD",
  "elements": ["O", "H", "H", "O", "H", "H", "O", "H", "H", "O", "H", "H", "O", "H", "H"],
  "xyz": [[0.802, 2.675, 0.805], [1.019, 3.602, 0.731], [1.087, 2.102, 0.077], [0.865, 0.881, -1.279], [0.142, 0.664, -1.873], [1.206, 0.018, -0.957], [1.303, -1.854, -0.787], [1.659, -2.382, -1.507], [0.383, -2.137, -0.668], [-1.360, -2.301, 0.374], [-1.844, -3.017, 0.797], [-1.744, -1.486, 0.759], [-1.515, 0.619, 0.996], [-0.599, 0.770, 0.750], [-2.014, 1.439, 0.979]],
  "mulliken_charge": [-0.668, 0.297, 0.369, -0.682, 0.288, 0.400, -0.692, 0.333, 0.361, -0.656, 0.302, 0.329, -0.643, 0.363, 0.298],
  "lumo_energy_ev": 0.7,
  "charge": 0,
  "gap_ev": 11.6,
  "smiles": "O.O.O.O.O"
}

two | {
  "formula": "H10O5",
  "method": "wB97M-V/def2-TZVPD",
  "elements": ["O", "H", "H", "O", "H", "H", "O", "H", "H", "O", "H", "H", "O", "H", "H"],
  "xyz": [[-1.319, -4.367, 0.894], [-1.177, -3.572, 0.379], [-2.112, -4.755, 0.523], [-0.444, -0.151, -1.138], [0.240, 0.380, -0.730], [-0.502, 0.180, -2.034], [-4.953, -1.199, -0.699], [-4.014, -1.122, -0.530], [-5.359, -0.597, -0.075], [3.723, 1.716, -1.350], [4.018, 2.365, -1.988], [4.227, 0.929, -1.557], [2.272, 3.187, 2.933], [2.622, 4.028, 3.226], [2.776, 2.979, 2.146]],
  "mulliken_charge": [-0.640, 0.316, 0.320, -0.632, 0.322, 0.315, -0.640, 0.318, 0.319, -0.633, 0.317, 0.320, -0.637, 0.319, 0.316],
  "lumo_energy_ev": 0.4,
  "charge": 0,
  "gap_ev": 11.8,
  "smiles": "O.O.O.O.O"
}

three | {
  "formula": "H10O5",
  "method": "wB97M-V/def2-TZVPD",
  "elements": ["O", "H", "H", "O", "H", "H", "O", "H", "H", "O", "H", "H", "O", "H", "H"],
  "xyz": [[-0.166, 3.245, 0.311], [-1.083, 3.517, 0.196], [-0.195, 2.284, 0.242], [0.857, -1.073, -1.202], [1.224, -1.961, -1.122], [0.024, -1.205, -1.669], [0.419, -1.519, 1.764], [-0.299, -1.234, 1.188], [0.800, -0.696, 2.090], [-3.528, -0.570, -0.066], [-4.121, -1.124, -0.586], [-3.792, 0.330, -0.288], [3.218, 0.174, 0.063], [2.969, -0.713, -0.221], [3.674, 0.545, -0.700]],
  "mulliken_charge": [-0.624, 0.316, 0.304, -0.587, 0.318, 0.270, -0.618, 0.296, 0.315, -0.624, 0.317, 0.314, -0.604, 0.305, 0.302],
  "lumo_energy_ev": 0.2,
  "charge": 0,
  "gap_ev": 11.2,
  "smiles": "O.O.O.O.O"
}

four | {
  "formula": "H10O5",
  "method": "wB97M-V/def2-TZVPD",
  "elements": ["H", "H", "H", "H", "H", "H", "H", "H", "H", "H", "O", "O", "O", "O", "O"],
  "xyz": [[-0.302, -0.636, -1.475], [-1.670, -0.983, -2.038], [0.065, -1.921, 0.376], [1.552, -1.607, 0.336], [3.851, -0.444, -0.938], [4.731, -1.661, -0.705], [-1.057, 2.195, 1.450], [-1.208, 3.056, 0.207], [-3.443, 1.197, 1.535], [-2.053, 0.583, 1.568], [-0.792, -1.353, -1.893], [0.687, -1.212, 0.176], [3.818, -1.405, -0.875], [-1.639, 2.847, 1.043], [-2.540, 1.344, 1.232]],
  "mulliken_charge": [0.336, 0.305, 0.327, 0.299, 0.321, 0.313, 0.323, 0.274, 0.251, 0.285, -0.628, -0.644, -0.629, -0.576, -0.558],
  "lumo_energy_ev": 0.5,
  "charge": 0,
  "gap_ev": 8.7
}

Which of them is most stable? Easy: one.